{"formula": "C4H12", "method": "ωB97M-V/def2-TZVPD", "symbols": ["C", "C", "H", "H", "H", "H", "H", "H", "C", "C", "H", "H", "H", "H", "H", "H"], "positions_angstrom": [[0.16461, 1.66765, 2.20643], [1.33166, 1.37286, 1.25482], [-0.78780, 1.81932, 1.71882], [0.02424, 0.85120, 2.91734], [0.29161, 2.57790, 2.79065], [1.09268, 0.93602, 0.29463], [2.00420, 0.69505, 1.77651], [1.92735, 2.28425, 1.13079], [-1.34559, -1.71309, -2.19609], [-0.18472, -1.35402, -1.27176], [-1.84730, -2.61639, -1.95462], [-2.17014, -0.99241, -2.19944], [-1.03579, -1.81302, -3.23619], [-0.23523, -1.89447, -0.32353], [-0.24097, -0.29903, -1.02962], [0.77651, -1.62787, -1.69986]], "forces_ev_per_angstrom": [[-0.31, -0.17, 0.07], [0.55, 0.59, 1.04], [-0.25, -0.11, -0.42], [-0.05, 0.03, -0.05], [0.39, -0.02, 0.04], [-0.26, 0.05, -0.09], [0.13, -0.22, -0.16], [-0.18, -0.14, -0.42], [-0.24, 0.60, -0.64], [-0.43, -0.33, 0.29], [-0.13, -1.13, 0.40], [0.35, 0.26, 0.14], [0.11, 0.08, -0.02], [-0.15, 0.06, -0.01], [0.40, 0.17, -0.05], [0.07, 0.28, -0.12]], "mulliken_charge": [-0.86, -0.64, 0.29, 0.26, 0.30, 0.13, 0.24, 0.28, -0.93, -0.65, 0.29, 0.29, 0.26, 0.30, 0.11, 0.33], "smiles": "CC.CC", "homo_energy_ev": -11.778, "e_tot_ha": -159.57374}

---

{"formula": "C4H12", "method": "ωB97M-V/def2-TZVPD", "symbols": ["C", "C", "H", "H", "H", "H", "H", "H", "C", "C", "H", "H", "H", "H", "H", "H"], "positions_angstrom": [[-1.53339, -0.25415, 1.02135], [-1.09287, -1.34087, 2.02935], [-2.51225, -0.53749, 0.64708], [-1.60621, 0.72837, 1.49226], [-0.81493, -0.20373, 0.21161], [-0.83733, -2.24111, 1.47170], [-0.18756, -1.03368, 2.55108], [-1.90933, -1.54465, 2.71319], [0.93022, 1.21137, -2.03214], [1.65437, 0.40901, -0.97829], [0.21165, 0.60455, -2.59182], [0.36898, 2.06896, -1.65249], [1.62135, 1.61312, -2.78260], [1.08117, 0.14478, -0.09422], [2.56793, 0.90799, -0.63538], [2.05822, -0.53246, -1.37068]], "forces_ev_per_angstrom": [[0.13, -0.51, 0.70], [0.12, 0.59, -0.79], [-0.09, 0.18, -0.32], [-0.03, -0.06, -0.05], [-0.17, 0.13, -0.22], [-0.14, -0.19, 0.14], [-0.11, -0.02, 0.26], [0.13, -0.15, 0.30], [-0.36, 0.20, -0.64], [1.15, -0.41, 0.19], [0.02, -0.03, 0.14], [0.13, -0.10, 0.24], [0.00, -0.12, 0.18], [-0.17, 0.18, -0.06], [-0.28, 0.27, 0.10], [-0.34, 0.05, -0.17]], "mulliken_charge": [-0.58, -0.90, 0.33, 0.26, 0.00, 0.27, 0.28, 0.33, -0.87, -0.68, 0.27, 0.27, 0.34, 0.15, 0.30, 0.23], "smiles": "CC.CC", "homo_energy_ev": -11.741, "e_tot_ha": -159.58006}

---

{"formula": "C4H12", "method": "ωB97M-V/def2-TZVPD", "symbols": ["C", "C", "H", "H", "H", "H", "H", "H", "C", "C", "H", "H", "H", "H", "H", "H"], "positions_angstrom": [[-1.73552, -1.21710, -0.72354], [-2.07566, -0.42493, 0.54653], [-0.73243, -1.63826, -0.67571], [-2.40258, -2.05171, -0.90610], [-1.86583, -0.51897, -1.54980], [-1.58960, -0.83531, 1.43936], [-1.77852, 0.61109, 0.46939], [-3.13675, -0.48443, 0.80292], [1.29258, 0.97009, -0.37416], [2.50748, 0.70708, 0.50322], [0.37281, 0.53671, 0.00349], [0.98613, 1.99673, -0.44473], [1.57897, 0.58030, -1.35249], [2.62982, 1.32069, 1.40234], [3.46538, 0.77117, 0.00050], [2.48372, -0.32317, 0.85878]], "forces_ev_per_angstrom": [[-0.25, 0.46, 0.29], [-0.17, -0.91, 0.69], [0.11, 0.30, -0.26], [-0.24, -0.12, 0.16], [0.37, -0.30, -0.33], [0.16, 0.03, -0.19], [-0.03, 0.27, -0.04], [-0.02, 0.25, -0.32], [0.40, -0.09, 0.03], [0.23, -0.33, 1.00], [0.18, -0.71, -0.01], [0.48, 0.81, -0.31], [-0.72, 0.08, -0.14], [-0.41, 0.09, -0.15], [0.02, 0.29, -0.50], [-0.10, -0.11, 0.08]], "mulliken_charge": [-0.79, -0.93, 0.26, 0.35, 0.24, 0.27, 0.29, 0.33, -0.31, -0.98, -0.21, 0.35, 0.26, 0.29, 0.31, 0.29], "smiles": "CC.CC", "homo_energy_ev": -11.636, "e_tot_ha": -159.57386}

---

{"formula": "C4H12", "method": "ωB97M-V/def2-TZVPD", "symbols": ["C", "C", "H", "H", "H", "H", "H", "H", "C", "C", "H", "H", "H", "H", "H", "H"], "positions_angstrom": [[0.08184, 1.83438, 0.92871], [0.12536, 2.78177, -0.21814], [1.13091, 1.49327, 1.18639], [-0.15021, 2.33758, 1.92705], [-0.51898, 0.90276, 0.74922], [-0.75940, 3.50858, 0.02939], [0.22490, 2.35172, -1.16834], [1.15800, 3.29239, -0.34591], [0.20299, -3.04171, -0.30092], [-0.45881, -1.62378, -0.45238], [0.51465, -3.47181, -1.22622], [1.13992, -2.82694, 0.37360], [-0.48619, -3.72940, 0.14147], [0.19432, -0.79149, -0.54508], [-1.08948, -1.46440, -1.31801], [-1.06673, -1.30622, 0.45279]], "forces_ev_per_angstrom": [[1.81, -1.47, 2.30], [0.51, 3.03, 1.26], [-0.97, -0.13, -0.55], [-0.40, -0.62, -1.47], [0.30, 1.14, 0.40], [1.82, -0.90, -1.66], [-1.39, -1.06, -1.50], [-1.68, 0.10, 1.25], [1.31, 2.77, 1.44], [-1.15, -0.30, 1.00], [0.39, -0.04, -0.72], [-1.75, -1.04, -1.15], [-0.24, -0.37, 0.58], [1.40, 0.34, -0.05], [-0.47, -0.60, -0.22], [0.51, -0.85, -0.91]], "mulliken_charge": [-0.53, -0.79, 0.25, 0.31, 0.01, 0.21, 0.33, 0.22, -0.82, -0.80, 0.28, 0.22, 0.27, 0.22, 0.35, 0.24], "smiles": "CC.CC", "homo_energy_ev": -11.174, "e_tot_ha": -159.54048}

---

{"formula": "C4H12", "method": "ωB97M-V/def2-TZVPD", "symbols": ["C", "C", "H", "H", "H", "H", "H", "H", "C", "C", "H", "H", "H", "H", "H", "H"], "positions_angstrom": [[-1.49934, -1.12346, -1.85197], [-1.76299, -0.16304, -0.67219], [-0.89338, -0.60995, -2.59436], [-0.91695, -1.97385, -1.49405], [-2.42211, -1.50748, -2.28066], [-1.71884, 0.85947, -1.03876], [-0.95053, -0.27811, 0.04599], [-2.63004, -0.43247, -0.07267], [1.62072, 0.87401, 0.51705], [1.62077, 0.38668, 1.96825], [0.58086, 0.84797, 0.20409], [2.05296, 1.88078, 0.45012], [2.25054, 0.44618, -0.26590], [2.55379, -0.08886, 2.25832], [0.77548, -0.28639, 2.14942], [1.33906, 1.16853, 2.67731]], "forces_ev_per_angstrom": [[0.06, 0.04, 0.77], [0.80, -0.70, -0.01], [-0.12, -0.12, -0.24], [-0.09, -0.11, -0.14], [0.04, 0.12, -0.24], [-0.58, 0.15, 0.34], [0.11, 0.14, -0.09], [-0.41, 0.37, -0.39], [0.20, 1.07, 0.04], [-0.37, -0.41, -0.06], [0.24, 0.51, -0.49], [-0.69, 0.27, 0.31], [-0.17, -1.20, 0.50], [-0.04, 0.01, 0.24], [0.40, -0.53, -0.32], [0.60, 0.39, -0.21]], "mulliken_charge": [-0.85, -0.45, 0.27, 0.26, 0.29, 0.28, -0.16, 0.35, -0.49, -0.85, -0.09, 0.30, 0.30, 0.29, 0.26, 0.27], "smiles": "CC.CC", "homo_energy_ev": -11.387, "e_tot_ha": -159.56561}

---

{"formula": "C4H12", "method": "ωB97M-V/def2-TZVPD", "symbols": ["C", "C", "H", "H", "H", "H", "H", "H", "C", "C", "H", "H", "H", "H", "H", "H"], "positions_angstrom": [[0.89665, 2.20587, 0.77198], [-0.52628, 2.47542, 1.20081], [1.15698, 2.81543, -0.08978], [1.59490, 2.47276, 1.56194], [1.06814, 1.17066, 0.48968], [-0.82149, 1.99734, 2.13622], [-0.74423, 3.53715, 1.37871], [-1.27216, 2.15003, 0.47220], [0.00557, -1.73118, -0.59817], [-0.30530, -3.00620, -1.38496], [1.06557, -1.51893, -0.54930], [-0.39477, -0.81560, -1.07481], [-0.55045, -1.75624, 0.34498], [-1.35107, -2.99792, -1.67993], [-0.14238, -3.85144, -0.71154], [0.32031, -3.14714, -2.26803]], "forces_ev_per_angstrom": [[0.13, 0.25, -0.03], [-1.01, 0.29, 0.30], [0.02, 0.06, -0.14], [0.10, -0.07, 0.08], [-0.06, -0.15, 0.10], [0.30, -0.25, 0.03], [0.34, -0.09, -0.18], [0.18, -0.06, -0.16], [-0.93, 0.85, -0.81], [0.13, 0.17, 0.43], [0.25, -0.28, 0.70], [0.02, -0.48, -0.20], [0.73, -0.05, 0.21], [-0.08, -0.18, -0.12], [-0.05, -0.13, -0.25], [-0.07, 0.12, 0.04]], "mulliken_charge": [-0.61, -0.89, 0.26, 0.28, 0.11, 0.28, 0.31, 0.26, -0.76, -0.94, 0.30, 0.26, 0.28, 0.28, 0.27, 0.30], "smiles": "CC.CC", "homo_energy_ev": -11.634, "e_tot_ha": -159.57908}

---

{"formula": "C4H12", "method": "ωB97M-V/def2-TZVPD", "symbols": ["C", "C", "H", "H", "H", "H", "H", "H", "C", "C", "H", "H", "H", "H", "H", "H"], "positions_angstrom": [[1.66128, 0.19242, -0.57602], [2.81768, -0.12817, 0.47877], [0.93887, -0.63464, -0.48277], [1.19159, 1.14837, -0.38907], [1.85376, 0.24641, -1.57958], [2.67483, 0.37136, 1.39377], [3.69299, 0.21420, 0.10720], [2.64453, -1.17486, 0.88641], [-2.17068, 0.24898, -0.73263], [-2.39445, -0.28505, 0.73707], [-1.02786, 0.34830, -0.80341], [-2.61961, -0.45306, -1.40668], [-2.39920, 1.31387, -0.81357], [-2.97693, 0.10911, 1.35365], [-1.28247, -0.10407, 1.17257], [-2.60434, -1.41316, 0.65430]], "forces_ev_per_angstrom": [[-0.50, -0.99, 3.51], [-4.36, -1.78, -0.16], [-0.14, 0.62, 0.03], [-0.35, 0.16, 0.50], [1.51, -0.21, -2.51], [-0.53, 1.36, 0.99], [3.24, 0.03, -1.02], [1.21, 0.81, -1.30], [1.95, 0.84, 2.19], [8.30, -4.42, -5.25], [-1.72, -0.86, -0.64], [-0.08, 0.33, -0.85], [-0.92, -0.27, -0.39], [-5.46, 3.72, 4.72], [-2.63, -0.96, -0.28], [0.50, 1.65, 0.47]], "mulliken_charge": [-0.91, -1.00, 0.19, 0.28, 0.51, 0.32, 0.36, 0.25, -0.45, -0.79, -0.12, 0.29, 0.29, 0.43, 0.15, 0.19], "smiles": "CC.CC", "homo_energy_ev": -11.057, "e_tot_ha": -159.50721}

---

{"formula": "C4H12", "method": "ωB97M-V/def2-TZVPD", "symbols": ["C", "C", "H", "H", "H", "H", "H", "H", "C", "C", "H", "H", "H", "H", "H", "H"], "positions_angstrom": [[2.09568, -2.06289, -1.30527], [1.91265, -0.58472, -1.21037], [2.86775, -2.24614, -2.01833], [2.06639, -2.49676, -0.32348], [1.09184, -2.47137, -1.69124], [2.30016, 0.03111, -2.03313], [2.32957, -0.38248, -0.22505], [0.78891, -0.38317, -1.24259], [-2.59980, 1.16780, 1.45761], [-1.18651, 1.51079, 1.08819], [-2.82760, 0.12365, 1.09182], [-2.80775, 1.26895, 2.52905], [-3.40939, 1.76338, 0.97163], [-1.19952, 2.20710, 0.23139], [-0.75411, 0.61803, 0.73135], [-0.66827, 1.93672, 1.94840]], "forces_ev_per_angstrom": [[-3.26, -0.70, -1.55], [-2.00, 0.97, 0.48], [0.76, -1.10, 0.13], [1.11, -0.43, 0.33], [1.64, 0.16, -0.14], [0.37, -0.35, 0.44], [-0.08, 1.30, -0.23], [1.46, 0.16, 0.54], [-2.23, -0.92, -0.38], [-0.60, 1.41, -0.44], [0.08, 0.90, 0.82], [0.11, -0.40, -0.18], [0.83, -0.05, 0.20], [0.36, -0.06, 0.50], [1.16, -0.85, -0.15], [0.30, -0.04, -0.38]], "mulliken_charge": [-0.86, -0.60, 0.28, 0.31, 0.21, 0.34, 0.23, 0.09, -0.79, -0.57, 0.24, 0.25, 0.25, 0.25, 0.08, 0.30], "smiles": "CC.CC", "homo_energy_ev": -11.190, "e_tot_ha": -159.54991}

---

no.,frontier orbital gap (eV)
1,12.923
2,12.873
3,12.780
4,12.283
5,12.533
6,12.751
7,12.179
8,12.286